{"formula": "C2H10O3", "method": "the ωB97M-V functional and the def2-TZVPD basis", "species": ["C", "O", "C", "H", "H", "H", "H", "H", "H", "H", "H", "O", "H", "H", "O"], "positions_angstrom": [[1.39181, -1.28396, -2.19415], [0.59540, -2.15455, -1.42833], [2.14742, -0.11351, -1.28399], [2.12447, -1.88529, -2.62675], [0.69236, -0.74636, -2.96285], [0.05328, -1.72110, -0.79866], [1.53605, 0.83285, -1.24460], [2.12337, -0.53416, -0.34117], [3.19185, 0.09564, -1.44959], [-3.80244, -1.50807, 3.11620], [-5.38395, -0.79407, 3.27523], [-4.85512, -1.53634, 3.60168], [0.39380, 4.23118, 2.03562], [0.05859, 3.22242, 0.85492], [-0.26689, 3.89532, 1.44646]], "atomic_forces_ev_per_a": [[-1.39, 3.94, 0.67], [0.93, -1.07, -0.51], [-2.30, -0.31, -2.04], [1.03, -0.86, -1.07], [1.58, -0.98, 0.98], [-0.68, 0.94, 0.70], [0.72, -0.92, -0.25], [-0.09, -0.79, 2.30], [0.20, 0.04, -0.79], [-5.25, 0.28, 2.11], [0.64, -0.05, -0.24], [4.61, -0.24, -1.86], [0.81, -0.14, 0.14], [0.62, -0.10, 0.10], [-1.42, 0.24, -0.24]], "gap_ev": 10.71, "lumo_ha": 0.0120}


{"formula": "C2H10O3", "method": "the ωB97M-V functional and the def2-TZVPD basis", "species": ["C", "O", "C", "H", "H", "H", "H", "H", "H", "H", "H", "O", "H", "H", "O"], "positions_angstrom": [[-0.14138, -0.53532, -0.56924], [0.62054, -0.04032, -1.68293], [-0.69277, 0.68804, 0.17932], [-0.92187, -1.21219, -0.91215], [0.46243, -1.10182, 0.14563], [0.79121, -0.81382, -2.19462], [-1.58560, 1.02234, -0.35168], [-0.96806, 0.33184, 1.17062], [0.02576, 1.49763, 0.16611], [1.30417, 2.53322, -1.61338], [2.40471, 1.78986, -1.05606], [1.90915, 2.57152, -0.85593], [-0.69943, -1.59081, 2.44940], [-1.70757, -2.61912, 2.71120], [-0.80131, -2.52106, 2.41370]], "atomic_forces_ev_per_a": [[0.22, 1.02, 0.62], [-0.36, 0.05, 0.77], [-0.57, -1.11, -0.93], [-0.23, 0.08, -0.06], [0.39, -0.08, -0.31], [0.45, -0.64, -0.91], [-0.08, 0.17, 0.22], [-0.06, 0.51, 0.19], [0.23, -0.05, 0.39], [-0.12, 0.35, 0.34], [0.73, -0.86, 0.24], [-0.60, 0.54, -0.57], [0.52, 1.51, -0.01], [-0.22, -0.38, 0.05], [-0.30, -1.12, -0.04]], "gap_ev": 11.25, "lumo_ha": 0.0253}


{"formula": "C2H10O4", "method": "the ωB97M-V functional and the def2-TZVPD basis", "species": ["O", "C", "C", "H", "H", "H", "H", "H", "H", "O", "H", "H", "O", "H", "H", "O"], "positions_angstrom": [[0.86002, 0.59548, -0.35389], [1.10757, 1.08416, -1.45323], [0.15861, 0.75890, -2.58498], [1.63174, 2.21950, -1.23776], [0.80030, 1.03792, -3.48090], [-0.14656, -0.32132, -2.39187], [-0.87037, 1.19933, -2.60363], [-1.99018, 0.47037, 0.75349], [-0.59614, 0.44664, 1.24981], [-1.51029, 0.05339, 1.52041], [-1.38996, -2.61762, -0.29092], [-0.76821, -1.10568, -0.47624], [-0.79315, -2.07775, -0.84278], [0.84837, -0.56823, 2.31589], [0.89851, -0.51826, 3.82818], [0.69161, 0.01625, 2.99667]], "atomic_forces_ev_per_a": [[1.03, -0.59, -1.03], [-2.74, 3.87, 4.08], [1.26, -1.05, -0.92], [-0.40, -2.93, -1.80], [-1.58, -0.95, 0.28], [1.02, 0.92, -1.02], [1.30, 0.71, 0.35], [-0.08, -0.75, 1.21], [-1.97, -1.09, 1.34], [1.62, 2.00, -2.81], [0.39, 0.84, -0.15], [-0.22, -3.09, -0.47], [-0.08, 2.20, 0.74], [0.60, -2.12, -2.42], [-0.48, 1.21, -1.74], [0.32, 0.83, 4.36]], "gap_ev": 10.31, "lumo_ha": -0.0010}


{"formula": "C2H10O5", "method": "the ωB97M-V functional and the def2-TZVPD basis", "species": ["H", "O", "O", "H", "H", "C", "O", "C", "H", "H", "H", "O", "H", "H", "O", "H", "H"], "positions_angstrom": [[-0.24297, 0.89844, -1.52133], [0.63353, 1.83926, -2.02579], [-1.08712, 0.17063, -0.82826], [1.62299, 1.58229, -1.77262], [0.58590, 2.71207, -1.41997], [-0.60798, -1.04229, -0.65311], [0.47917, -1.40895, -1.15698], [-1.26382, -1.88859, 0.37984], [-1.34110, -1.14760, 1.20687], [-2.28299, -2.16381, -0.04529], [-0.83331, -2.85564, 0.60675], [0.39561, 2.66110, 0.55509], [-0.30551, 2.04849, 0.44649], [0.27604, 3.22300, 1.34042], [1.54772, -1.73547, 1.78791], [1.28348, -0.84039, 2.08772], [1.14038, -2.05255, 1.01224]], "atomic_forces_ev_per_a": [[-1.34, -1.46, 1.44], [2.69, 1.62, 2.66], [1.55, 1.42, -1.43], [-3.03, 0.16, -0.92], [-0.32, -2.59, -1.55], [3.71, -0.24, -0.98], [-1.81, 0.59, 0.44], [-2.64, 0.67, -0.61], [-0.41, -1.20, 0.01], [0.81, 0.67, 0.89], [0.66, 0.34, 0.08], [1.52, 1.50, 0.22], [-1.37, -0.98, 0.31], [-0.28, -0.58, -0.53], [1.27, 0.89, 2.57], [-0.10, -1.09, -1.01], [-0.92, 0.27, -1.59]], "gap_ev": 9.66, "lumo_ha": 0.0008}


{"formula": "C2H11N2O", "method": "the ωB97M-V functional and the def2-TZVPD basis", "species": ["C", "N", "H", "H", "H", "H", "H", "H", "N", "C", "O", "H", "H", "H", "H", "H"], "positions_angstrom": [[1.81676, 0.28596, -1.32575], [0.36538, 0.38345, -1.84303], [1.87651, -0.53822, -0.60322], [2.29911, -0.07997, -2.21315], [2.01494, 1.19382, -0.78176], [0.10067, -0.59704, -2.07627], [0.35832, 0.76545, -2.79812], [-0.40752, 0.56065, -1.17871], [0.41641, -0.15224, 1.56791], [-0.99429, -0.44845, 1.51117], [-1.66602, -0.06387, 0.30914], [0.76367, 0.64521, 2.10074], [1.05174, -0.92423, 1.62742], [-1.07984, -1.52192, 1.62298], [-1.46393, 0.03037, 2.37181], [-2.52983, 0.33722, 0.45180]], "atomic_forces_ev_per_a": [[-1.92, -1.07, 0.48], [0.25, -2.84, -0.64], [-0.34, 0.38, -0.19], [1.15, 0.82, -0.17], [0.73, 0.36, -0.58], [0.27, 0.35, 0.23], [-0.43, 0.93, 0.83], [0.15, 0.97, 0.25], [-0.06, 0.83, -0.94], [0.51, 0.02, 1.56], [0.87, 0.29, -0.92], [-0.61, -0.42, -0.19], [-0.14, -0.29, 0.15], [-0.25, -0.23, -0.07], [-0.33, -0.02, -0.19], [0.14, -0.07, 0.38]], "gap_ev": 10.28, "charge": 1, "lumo_ha": -0.1229}


{"formula": "C2H11N2O2", "method": "the ωB97M-V functional and the def2-TZVPD basis", "species": ["C", "N", "C", "N", "H", "H", "H", "H", "H", "H", "H", "H", "H", "O", "H", "H", "O"], "positions_angstrom": [[-0.14986, -0.70337, 2.46334], [-0.30543, -0.21236, 1.08571], [-1.44064, 0.46373, 0.86659], [-1.72821, 1.28860, -0.10693], [-0.63710, -1.67585, 2.50235], [0.88703, -0.94400, 2.65524], [-0.54647, -0.18000, 3.32646], [0.52781, 0.13937, 0.62322], [-1.90445, 0.68224, 1.81971], [-1.32090, 1.21976, -1.03335], [-2.68798, 1.60307, -0.00730], [2.97865, -1.03624, -3.05728], [1.87610, -1.97776, -3.17296], [2.03147, -1.04668, -2.97281], [1.12060, 1.50062, -1.44834], [0.81180, 0.07792, -2.05268], [0.48756, 0.80096, -1.49096]], "atomic_forces_ev_per_a": [[0.36, -2.14, -0.06], [-1.08, 1.44, 0.72], [2.88, 1.27, 1.27], [-1.64, -0.95, 0.13], [-0.07, -0.14, 0.01], [0.28, 0.29, -0.08], [-0.11, 1.00, -0.45], [-0.21, -0.59, -0.65], [-1.38, -0.70, -0.25], [0.47, 0.02, -0.02], [0.25, 0.47, -0.46], [0.81, 0.60, 0.04], [-0.55, 0.02, 0.00], [-0.36, -0.65, -0.04], [0.83, 0.53, -0.40], [0.58, 0.23, -0.14], [-1.04, -0.71, 0.38]], "gap_ev": 11.09, "charge": 1, "lumo_ha": -0.1387}


{"formula": "C2H11N2O2", "method": "the ωB97M-V functional and the def2-TZVPD basis", "species": ["C", "N", "C", "N", "H", "H", "H", "H", "H", "H", "H", "H", "H", "O", "H", "H", "O"], "positions_angstrom": [[-1.03670, 1.55210, -1.25352], [-0.38655, 1.10853, -0.04393], [-1.08758, 1.48343, 1.00000], [-0.57994, 0.90645, 2.18807], [-0.89550, 2.69741, -1.40395], [-2.11455, 1.36681, -1.25677], [-0.73379, 1.09941, -2.25621], [0.21425, 0.16529, -0.27837], [-1.85944, 2.27327, 1.00584], [0.06425, 0.12530, 2.06816], [-1.36322, 0.49863, 2.83100], [1.41667, -3.83792, -0.95171], [0.65516, -3.23168, -2.35043], [1.14412, -3.00153, -1.46164], [2.27676, -0.95485, 0.53760], [1.50555, -1.65381, -0.54779], [1.39901, -0.85671, 0.10099]], "atomic_forces_ev_per_a": [[-0.34, 2.70, -3.54], [-1.86, -0.83, -2.09], [4.27, -3.21, 2.35], [-3.98, -0.42, 0.69], [-0.19, -1.93, 0.25], [0.10, 0.02, 0.33], [0.37, 0.27, 1.77], [-0.54, 2.29, 2.26], [0.42, -0.71, -0.09], [0.11, 0.43, -0.57], [1.76, 1.69, -1.15], [-0.89, 1.59, -1.67], [1.63, 0.27, 2.82], [-0.62, -2.07, -1.18], [-0.85, 0.86, -0.06], [-1.04, 1.34, 0.74], [1.65, -2.31, -0.87]], "gap_ev": 10.63, "charge": 1, "lumo_ha": -0.1439}


{"formula": "C2H11N2O2", "method": "the ωB97M-V functional and the def2-TZVPD basis", "species": ["C", "N", "C", "N", "H", "H", "H", "H", "H", "H", "H", "H", "H", "O", "H", "H", "O"], "positions_angstrom": [[-0.57012, 0.52766, 0.55170], [0.51989, -2.94758, 0.64712], [-0.08845, -1.77463, 0.73443], [0.34549, -0.59820, 0.34584], [-1.11363, 0.39237, 1.55778], [0.12534, 1.45547, 0.36996], [-1.45666, 0.46940, -0.12121], [1.33565, -3.11888, 0.02713], [0.13217, -3.66628, 1.36560], [-1.13247, -1.68772, 1.11150], [1.28402, -0.51987, -0.14061], [-1.55190, 4.96100, 0.58909], [-2.91403, 4.29585, 0.27265], [-1.99654, 4.05713, 0.28532], [2.37442, 0.44137, -2.56494], [1.54252, -0.69703, -2.93318], [1.90509, -0.31006, -2.06047]], "atomic_forces_ev_per_a": [[0.01, 1.37, 0.07], [-0.91, -1.27, 1.40], [-0.26, 1.18, -0.44], [0.66, -1.87, -0.17], [1.58, 0.81, -1.06], [-2.17, -1.42, 0.78], [1.10, 0.40, -0.23], [-0.80, 0.08, 1.12], [1.32, 1.31, -2.34], [0.98, -0.75, 0.29], [-1.60, 0.26, 0.50], [-1.33, -2.98, -1.00], [-0.89, 0.11, -0.07], [2.25, 2.80, 1.07], [-0.57, -1.18, 1.84], [0.33, 0.14, 2.26], [0.29, 1.02, -4.03]], "gap_ev": 10.72, "charge": 1, "lumo_ha": -0.1202}


{"formula": "C2H11N2O2", "method": "the ωB97M-V functional and the def2-TZVPD basis", "species": ["C", "C", "N", "N", "H", "H", "H", "H", "H", "H", "H", "H", "H", "O", "H", "H", "O"], "positions_angstrom": [[1.21134, 0.94228, -0.14646], [0.75404, -0.35917, 0.14283], [-0.65149, -0.59885, 0.43663], [2.37311, 1.09552, -0.69078], [0.54486, 1.79353, -0.04154], [1.41483, -1.22123, 0.13741], [-1.02622, -0.21174, 1.31855], [-1.25517, -0.16789, -0.29058], [-0.87078, -1.60552, 0.38796], [3.05268, 0.33462, -0.83561], [2.79573, 1.99557, -0.95978], [-1.59326, 4.28943, -2.22975], [-0.88126, 4.30483, -0.87573], [-1.10724, 3.72480, -1.61059], [-2.26025, -5.16354, 1.33194], [-1.51839, -4.86309, 2.62717], [-1.64808, -4.52489, 1.73395]], "atomic_forces_ev_per_a": [[-0.54, -0.25, -0.53], [0.20, 0.01, 0.32], [-0.60, 0.12, -0.74], [1.53, 0.22, -0.07], [0.15, 0.24, -0.04], [-0.22, -0.05, -0.01], [0.36, -0.19, 0.26], [0.13, -0.04, 0.03], [0.01, -0.15, 0.39], [-0.53, -0.01, 0.11], [-0.68, 0.00, 0.20], [0.11, -0.18, 0.10], [-0.16, 0.22, -0.13], [0.17, -0.16, 0.20], [0.26, 0.27, 0.12], [0.03, 0.01, -0.01], [-0.22, -0.06, -0.20]], "gap_ev": [7.98, 4.59], "multiplicity": 2, "charge": 2, "lumo_ha": [-0.3307, -0.4554]}


{"formula": "C2H11N2O3", "method": "the ωB97M-V functional and the def2-TZVPD basis", "species": ["N", "C", "C", "N", "O", "H", "H", "H", "H", "H", "H", "H", "H", "H", "O", "H", "H", "O"], "positions_angstrom": [[0.07923, -0.07912, -1.69342], [-0.14291, -0.09800, -0.23612], [-1.59715, -0.56206, -0.01318], [-1.98677, -0.54031, 1.27661], [-2.18099, -1.07333, -0.94474], [1.10932, -0.16477, -1.92598], [-0.44471, -0.81733, -2.16894], [-0.19892, 0.80729, -2.09929], [0.04147, 0.85975, 0.24379], [0.56995, -0.77636, 0.22003], [-1.45481, -0.03809, 1.96427], [-2.97043, -0.59389, 1.43521], [3.24470, -1.25704, -1.73786], [3.41588, 0.23070, -1.70105], [2.73152, -0.44566, -1.62751], [-0.55902, 1.16939, 3.49405], [0.44408, 2.07356, 2.85878], [-0.10044, 1.30528, 2.65535]], "atomic_forces_ev_per_a": [[1.35, 0.60, -0.59], [-0.46, -0.03, 0.41], [1.21, -0.87, 0.50], [-0.23, 0.32, -0.54], [-0.41, 0.41, -0.10], [-0.58, -0.26, 0.43], [-0.41, -0.11, 0.26], [-0.44, 0.13, -0.09], [-0.01, 0.22, -0.39], [-0.07, -0.32, -0.02], [0.21, 0.21, -0.19], [-0.53, -0.38, 0.17], [-0.29, -0.18, 0.00], [-0.14, 0.25, 0.03], [0.72, -0.06, -0.07], [0.00, -0.09, 0.04], [0.13, 0.06, -0.22], [-0.06, 0.11, 0.38]], "gap_ev": 11.05, "charge": 1, "lumo_ha": -0.1143}


{"formula": "C2H11N3O", "method": "the ωB97M-V functional and the def2-TZVPD basis", "species": ["N", "C", "N", "H", "H", "H", "H", "H", "H", "N", "C", "O", "H", "H", "H", "H", "H"], "positions_angstrom": [[1.86403, 0.91217, -1.29824], [3.03364, -0.02142, -1.32514], [3.68975, 0.00842, -2.67449], [2.29092, 1.78750, -1.41173], [1.47314, 0.88151, -0.33931], [3.72077, 0.27535, -0.61783], [2.58959, -0.98916, -1.07266], [4.07998, -0.91607, -2.76486], [3.39141, 0.16159, -3.62715], [-2.44978, 0.15273, 2.24434], [-3.80465, -0.14300, 2.08261], [-3.86562, -1.21076, 0.97110], [-2.15011, 0.91524, 2.86735], [-1.82143, 0.19376, 1.37911], [-4.17987, -0.62820, 2.98018], [-4.53120, 0.66576, 1.55313], [-3.33057, -2.04542, 1.05361]], "atomic_forces_ev_per_a": [[0.15, -1.81, 0.77], [-3.41, 0.33, -3.10], [1.40, -1.26, 1.25], [0.23, 1.84, -0.12], [0.28, 0.15, -0.82], [1.91, 0.37, 1.44], [0.45, -0.19, -0.15], [0.63, -0.15, 0.06], [-1.64, 0.71, 0.69], [3.44, 1.05, -0.67], [-1.36, -1.50, -3.83], [-0.03, 0.64, 0.77], [-0.73, -0.63, -0.31], [-1.94, -0.03, 1.47], [-0.46, 0.58, 0.15], [1.57, -1.71, 1.58], [-0.50, 1.60, 0.84]], "gap_ev": 9.93, "lumo_ha": 0.0278}


{"formula": "C2H11N3O", "method": "the ωB97M-V functional and the def2-TZVPD basis", "species": ["N", "C", "N", "H", "H", "H", "H", "H", "H", "N", "C", "O", "H", "H", "H", "H", "H"], "positions_angstrom": [[4.11036, -0.79144, -0.15992], [2.64754, -0.81873, -0.33931], [2.04935, -2.10117, -0.50219], [4.49819, -1.21028, -0.99972], [4.46448, -1.28595, 0.62690], [2.43939, -0.15959, -1.18292], [2.25198, -0.29184, 0.53078], [1.42288, -2.45743, 0.17688], [2.03009, -2.56728, -1.38826], [-3.05372, 0.06659, 0.23541], [-3.42179, 1.46153, 0.46553], [-2.37662, 2.36099, 0.26965], [-2.83495, -0.24420, 1.14895], [-2.69314, -0.07277, -0.67147], [-4.02889, 1.58990, 1.37053], [-4.22745, 1.70636, -0.23816], [-1.74505, 2.43279, 0.98286]], "atomic_forces_ev_per_a": [[-0.46, 0.57, -1.56], [0.76, 0.50, 0.57], [0.15, -0.24, -0.03], [0.34, 0.04, 0.25], [-0.12, -0.57, 0.65], [0.05, -0.07, -0.17], [-0.36, -0.32, 0.02], [-0.35, -0.11, 0.38], [-0.01, 0.20, -0.11], [-2.43, 2.71, 1.66], [-1.42, -0.89, -1.23], [-0.04, 0.95, -0.53], [1.30, -1.66, -0.25], [1.08, -0.83, -0.19], [0.94, -0.28, 0.65], [0.63, 0.36, -0.57], [-0.06, -0.37, 0.46]], "gap_ev": 9.60, "lumo_ha": 0.0280}


no.,molar mass (u),E (Eh)
1,82.1,-307.84035
2,82.1,-307.89173
3,98.1,-383.07071
4,114.1,-458.37036
5,79.1,-267.27944
6,95.1,-342.55065
7,95.1,-342.50874
8,95.1,-342.52474
9,95.1,-342.06128
10,111.1,-417.83371
11,93.1,-322.21745
12,93.1,-322.25281